1.
This record from the OMol25 dataset describes a structure of composition C6H8O6Pr at a distorted geometry. The level of theory is ωB97M-V/def2-TZVPD.

Last column: Löwdin spin population.
Positions of all 21 atoms, in Å:
O  -0.0455  -0.9498  1.9602  0.006
C  1.7194  0.9183  0.8687  0.001
C  -0.8279  0.1094  2.3472  0.002
O  2.8873  1.0957  1.1234  0.000
O  0.7869  1.6639  1.4288  0.000
C  -0.6148  1.3235  1.4504  0.000
H  -0.5907  0.4030  3.3911  0.000
H  -1.9204  -0.0941  2.3294  0.001
H  -1.1140  2.2162  1.8457  0.000
H  -0.9583  1.1479  0.4258  0.000
H  -1.3310  -1.3618  -2.9591  0.000
O  1.8287  -1.2078  -0.2387  0.013
O  -1.0024  -1.4940  -0.8996  0.008
C  -1.0082  -0.7812  -2.0703  0.001
C  0.3794  -0.2440  -2.3953  0.001
O  0.8207  0.5483  -1.2700  0.001
C  1.3363  -0.0830  -0.2386  0.001
H  -1.6845  0.0889  -1.9291  0.000
H  0.3487  0.4530  -3.2406  0.000
H  1.0914  -1.0564  -2.5867  0.001
Pr  -0.1013  -2.6962  0.6571  2.962

⟨S²⟩: 3.752
LUMO energy (spin up / spin down) in eV: -0.2 / -0.5
Spin multiplicity: 4
E_tot in eV: -32704.7479
Frontier orbital gap (spin up / spin down) in eV: 5.272 / 8.677
ΔE to the lowest compared entry with this formula, charge and spin in eV: 0.142

2.
This record from the OMol25 dataset describes a structure of composition C6H8O6V at a distorted geometry. The level of theory is ωB97M-V/def2-TZVPD.

Last column: Löwdin spin population.
Positions of all 21 atoms, in Å:
O  2.4282  0.9339  0.8553  0.025
C  -0.1527  -1.7618  0.6118  0.001
C  2.8968  -0.0998  0.0748  0.008
O  -0.6743  -2.7372  1.0980  0.002
O  1.1246  -1.8251  0.2758  0.002
C  1.8537  -0.9589  -0.6273  0.002
H  3.5338  -0.7818  0.6750  0.000
H  3.5352  0.2819  -0.7507  0.001
H  2.3583  -1.6491  -1.3156  0.000
H  1.1510  -0.3556  -1.2116  0.001
H  -1.8931  2.3708  -1.1138  0.002
O  -0.4831  0.2002  1.8472  0.033
O  -0.4851  0.9714  -0.4121  0.046
C  -1.7432  1.2938  -0.9562  0.011
C  -2.7386  0.7478  0.0570  0.002
O  -2.1590  -0.4967  0.4720  0.005
C  -0.8367  -0.3770  0.7452  0.021
H  -1.8415  0.7590  -1.9148  0.000
H  -3.7099  0.5153  -0.3899  0.000
H  -2.8553  1.4078  0.9275  0.001
V  0.6908  1.5609  1.0526  2.838

⟨S²⟩: 3.758
LUMO energy (spin up / spin down) in eV: -0.1 / -0.3
Spin multiplicity: 4
E_tot in eV: -44322.6516
Frontier orbital gap (spin up / spin down) in eV: 7.879 / 9.580
ΔE to the lowest compared entry with this formula, charge and spin in eV: 0.273

3.
This record from the OMol25 dataset describes a structure of composition C6H8OS at a distorted geometry. The level of theory is ωB97M-V/def2-TZVPD.

Last column: Mulliken charge in e.
Positions of all 16 atoms, in Å:
C  -2.4643  0.8335  -1.6526  -0.602
C  -1.9620  0.3088  -0.5204  -0.353
C  -0.6707  0.8490  0.3210  0.510
C  -0.3238  0.0890  1.5163  -0.405
C  1.0772  -0.6116  1.1570  -0.286
C  2.0248  0.0166  0.0586  -0.639
H  -3.4255  0.3648  -1.9259  0.290
H  -1.7871  1.4942  -2.6576  0.223
H  -2.6733  -0.3403  0.0573  0.205
H  -0.0718  1.0344  2.1181  0.269
H  -0.9468  -0.6332  1.9041  0.450
H  1.6451  -1.1319  1.9124  0.466
H  3.0557  -0.0585  0.2293  0.384
H  1.4939  0.9118  -0.4007  0.247
O  0.0185  1.7653  -0.1227  -0.621
S  1.0296  -1.5422  -0.3459  -0.137

LUMO energy in eV: 0.1
E_tot in eV: -19230.4053
Frontier orbital gap in eV: 8.890
ΔE to the lowest compared entry with this formula, charge and spin in eV: 3.858

4.
This record from the OMol25 dataset describes an isolated molecule of C6H8S at a distorted geometry. The level of theory is ωB97M-V/def2-TZVPD.

Last column: Mulliken charge in e.
Positions of all 15 atoms, in Å:
C  1.4660  1.1347  0.3547  -0.290
S  2.0222  1.0718  -1.1777  -0.135
C  1.7343  -0.5392  -1.0383  -0.315
C  0.4817  -1.3447  -0.7562  -0.268
C  -0.8157  -0.5316  -0.5736  -0.587
C  -0.8411  0.2181  0.7823  -0.593
C  0.0946  1.3483  0.9427  -0.110
H  0.5284  -1.9163  -1.7652  0.294
H  0.6459  -1.8213  0.1894  0.276
H  -1.1911  0.0911  -1.4558  0.307
H  -1.6696  -1.3210  -0.5155  0.290
H  -0.6785  -0.5736  1.5307  0.285
H  -1.8955  0.4386  0.8938  0.341
H  0.3453  1.3798  1.9828  0.203
H  -0.2268  2.3654  0.6058  0.303

LUMO energy (spin up / spin down) in eV: -0.1 / -0.1
SMILES: C1#S#CCCCC1
E_tot in eV: -17179.6488
Frontier orbital gap (spin up / spin down) in eV: 7.370 / 7.832
ΔE to the lowest compared entry with this formula, charge and spin in eV: 6.822

5.
This record from the OMol25 dataset describes an isolated molecule of C6H8S at a distorted geometry. The level of theory is ωB97M-V/def2-TZVPD.

Last column: Mulliken charge in e.
Positions of all 15 atoms, in Å:
C  0.1116  2.3556  0.0105  0.301
C  -0.0825  1.1803  0.0847  -0.735
C  -0.2801  -0.1878  0.1695  0.494
C  0.7633  -1.0332  -0.0618  -0.296
C  2.1487  -0.5424  -0.4325  -1.215
C  -1.6108  -0.6852  0.5942  -0.781
S  -2.9350  -0.1235  -0.4607  -0.236
H  0.0816  3.4341  0.0389  0.450
H  0.6261  -2.1272  0.0264  0.304
H  2.1048  0.0539  -1.3112  0.346
H  2.6039  0.0775  0.3291  0.318
H  2.8243  -1.3802  -0.6901  0.325
H  -1.8214  -0.4218  1.6072  0.331
H  -1.6681  -1.8163  0.5087  0.281
H  -2.8661  1.2162  -0.4128  0.112

LUMO energy in eV: 0.9
SMILES: C#C/C(=C\C)CS
E_tot in eV: -17184.3303
Frontier orbital gap in eV: 9.782
ΔE to the lowest compared entry with this formula, charge and spin in eV: 2.141

6.
This record from the OMol25 dataset describes a structure of composition C6H8S2 at a distorted geometry. The level of theory is ωB97M-V/def2-TZVPD.

Last column: Mulliken charge in e.
Positions of all 16 atoms, in Å:
C  0.8146  -1.0144  -0.6032  -0.494
C  0.0752  -1.1831  0.7000  -0.003
C  0.0295  0.3214  1.1671  -1.022
C  -0.7276  0.7458  -0.3456  0.179
C  -1.4292  1.8713  -0.5210  -0.742
C  -0.5160  -0.4970  -1.2136  0.061
H  3.1741  -0.9146  1.0350  0.104
H  1.0764  -1.8461  -1.2760  0.312
H  0.6102  -1.7786  1.5358  0.406
H  0.7439  0.9541  1.4492  0.486
H  -0.6128  0.3640  2.1016  0.349
H  -2.0556  2.5417  -1.3072  0.258
H  -1.6153  2.5241  0.5158  0.142
H  -0.4147  -0.3210  -2.3538  0.444
S  2.2580  -0.0571  -0.5729  -0.228
S  -1.4105  -1.7107  -0.3111  -0.252

LUMO energy in eV: -1.2
E_tot in eV: -28015.2635
Frontier orbital gap in eV: 7.725
ΔE to the lowest compared entry with this formula, charge and spin in eV: 6.779

7.
This record from the OMol25 dataset describes an isolated molecule of C6H8S2 at a distorted geometry. The level of theory is ωB97M-V/def2-TZVPD.

Last column: Mulliken charge in e.
Positions of all 16 atoms, in Å:
C  -2.4716  -0.9854  -1.1762  -0.183
C  -1.4704  -0.4794  -0.6225  -0.869
C  -0.3756  -0.0148  -0.0033  1.177
C  -0.0108  -0.5824  1.3739  -1.322
C  0.7592  0.3742  -1.0569  -0.463
S  2.4636  -0.2878  -0.6301  -0.238
C  0.0198  1.5774  -0.1579  -0.444
S  0.7602  2.2445  1.3293  -0.213
H  -3.4212  -1.5391  -1.2782  0.400
H  -1.0688  -0.5232  1.9118  0.285
H  0.9724  -0.4864  1.8607  0.429
H  -0.0026  -1.6502  1.0421  0.389
H  0.4326  0.0994  -2.1853  0.359
H  2.0684  -1.5976  -0.4564  0.149
H  -0.5477  2.2377  -0.8090  0.397
H  1.8926  1.6130  0.8579  0.147

LUMO energy in eV: 0.5
SMILES: C#C[C@@]1(C)[C@H](S)[C@@H]1S
E_tot in eV: -28017.0006
Frontier orbital gap in eV: 9.110
ΔE to the lowest compared entry with this formula, charge and spin in eV: 5.042

8.
This record from the OMol25 dataset describes a structure of composition C6H8S2 at a distorted geometry. The level of theory is ωB97M-V/def2-TZVPD.

Last column: Mulliken charge in e.
Positions of all 16 atoms, in Å:
C  -0.8454  0.6284  0.6493  -0.232
C  -1.4285  -0.0750  -0.5388  -0.551
C  -0.6460  -1.4064  -0.3768  -0.555
C  0.7069  -0.8307  -0.0618  -0.139
C  1.3751  1.4138  -0.0758  -0.631
C  0.5757  0.4220  0.8560  -0.130
H  -0.9813  0.4596  -1.4107  0.237
H  -2.5441  -0.2763  -0.3368  0.297
H  -1.2143  -2.2405  0.3414  0.293
H  -0.4413  -2.1273  -1.3540  0.277
H  1.2744  -1.9396  0.0942  0.323
H  2.4071  1.5985  0.4295  0.306
H  0.7685  2.2786  -0.2054  0.417
H  1.0613  0.1945  1.7319  0.511
S  -1.5455  1.6837  1.6628  -0.233
S  1.4775  0.2166  -1.4051  -0.189

LUMO energy in eV: -0.3
E_tot in eV: -28018.7652
Frontier orbital gap in eV: 8.179
ΔE to the lowest compared entry with this formula, charge and spin in eV: 3.277

9.
This record from the OMol25 dataset describes an isolated molecule of C6H9Br. The level of theory is ωB97M-V/def2-TZVPD.

Last column: Mulliken charge in e.
Positions of all 16 atoms, in Å:
C  0.2011  -2.4190  -0.4774  -1.135
C  0.2657  -0.9695  -0.1942  0.681
C  0.7264  -0.2072  0.8004  -1.083
C  0.2717  1.0723  0.1674  1.188
C  -0.7531  1.9032  0.9036  -1.483
Br  1.7822  2.2559  -0.3638  -0.190
C  -0.2305  0.2002  -1.0131  -0.999
H  -0.8375  -2.7408  -0.5541  0.291
H  0.6918  -2.9864  0.3092  0.309
H  0.6844  -2.6350  -1.4296  0.297
H  1.2368  -0.3918  1.7267  0.425
H  -1.1178  2.7109  0.2714  0.390
H  -0.3178  2.3351  1.8029  0.383
H  -1.5930  1.2721  1.1918  0.368
H  0.2951  0.3590  -1.9535  0.291
H  -1.3055  0.2410  -1.1878  0.267

LUMO energy in eV: 0.9
SMILES: CC1=C[C@@](C)(Br)C1
E_tot in eV: -76409.4417
Frontier orbital gap in eV: 10.171
ΔE to the lowest compared entry with this formula, charge and spin in eV: 0.262

10.
This record from the OMol25 dataset describes a structure of composition C6H9Br3N at a distorted geometry. The level of theory is ωB97M-V/def2-TZVPD.

Last column: Mulliken charge in e.
Positions of all 19 atoms, in Å:
C  -2.2546  0.7453  0.0756  -0.201
C  -1.1739  0.9318  0.7853  -0.433
C  -2.0451  -0.1973  -1.0841  -0.555
C  -0.6421  -0.7981  -0.7369  -0.470
C  1.1048  0.0024  1.0733  -1.093
C  2.7748  -0.1424  0.2059  0.135
N  0.0046  0.3640  0.1390  0.437
Br  2.6507  1.0994  -1.3247  -0.042
Br  4.1053  0.1895  1.5563  0.070
Br  2.8715  -1.9225  -0.4827  0.062
H  -3.1858  1.3000  0.2746  0.383
H  -1.0376  1.5707  1.6530  0.353
H  -2.8483  -0.9977  -1.1073  0.320
H  -2.0480  0.0868  -2.1839  0.325
H  -0.6593  -1.6462  -0.0206  0.336
H  -0.2931  -1.2642  -1.7293  0.264
H  1.0816  0.6788  1.8381  0.543
H  1.0560  -1.0769  1.4595  0.385
H  0.5384  1.0766  -0.3912  0.181

Net charge: +1
LUMO energy in eV: -3.7
E_tot in eV: -217975.8620
Frontier orbital gap in eV: 10.157
ΔE to the lowest compared entry with this formula, charge and spin in eV: 0.000